3 unconnected molecules or ions with the total composition C2H10NO2S at a distorted geometry, computed with the ωB97M-V functional and the def2-TZVPD basis.

```
16
Properties=species:S:1:pos:R:3:mulliken_charge:R:1
C -0.42089 0.84607 1.71486 -0.52
C 0.27978 0.22827 0.38768 -0.55
S 0.20503 1.35554 -0.99924 -0.69
N -1.78643 0.94103 1.22896 -0.58
H -0.08119 1.78659 2.11621 0.29
H -0.27408 0.08944 2.53275 0.24
H -0.42142 -0.62483 0.13746 0.12
H 1.22543 -0.18607 0.64358 0.34
H -1.59133 1.60720 0.25613 0.21
H -2.33356 1.45866 1.94714 0.18
H -3.47603 -0.73060 2.07378 0.35
H -2.53404 -1.55815 1.49504 0.34
O -3.43869 -1.68318 1.82106 -0.73
H 4.80239 -1.98080 -5.09527 0.32
H 4.83362 -0.47015 -5.49343 0.32
O 5.01141 -1.07903 -4.76670 -0.64
```

Calculated values
- energy above the lowest of the compared OMol25 structures with the same formula, charge and spin (kcal per mole) = 34.6
- LUMO (eV) = 2.881
- HOMO level (eV) = -2.592
- 2S+1 = 1
- calculated total energy (eV) = -18656.466
- Kohn-Sham gap (eV) = 5.47
- total charge = -1

3 unconnected molecules or ions with the total composition C2H10NO2S at a distorted geometry, computed with the ωB97M-V functional and the def2-TZVPD basis.

```
16
Properties=species:S:1:pos:R:3:mulliken_charge:R:1
C 0.48696 0.10127 0.96265 -0.29
C 1.43781 0.39041 -0.24644 -0.72
S 0.60079 0.82681 -1.83787 -0.70
N -0.84800 0.68921 0.81026 -0.57
H 0.97214 0.60676 1.81201 0.17
H 0.54780 -0.94945 1.24804 0.25
H 2.09621 -0.47013 -0.40091 0.25
H 2.08158 1.24683 -0.06569 0.26
H -1.43864 -0.04525 0.40403 0.25
H -0.76142 1.22849 -0.07587 0.12
H -1.55028 1.61097 2.37564 0.45
H -2.41899 0.96541 3.39809 0.28
O -2.08094 1.84897 3.20217 -0.74
H -0.57482 -3.95254 -1.89521 0.32
H 0.55597 -3.36926 -1.08612 0.34
O 0.26915 -4.18174 -1.50466 -0.67
```

Calculated values
- energy above the lowest of the compared OMol25 structures with the same formula, charge and spin (kcal per mole) = 10.9
- LUMO (eV) = 3.598
- HOMO level (eV) = -2.897
- 2S+1 = 1
- calculated total energy (eV) = -18657.495
- Kohn-Sham gap (eV) = 6.50
- total charge = -1

3 unconnected molecules or ions with the total composition C2H10NO3 at a distorted geometry, computed with the ωB97M-V functional and the def2-TZVPD basis.

```
16
Properties=species:S:1:pos:R:3:mulliken_charge:R:1
C -0.37742 0.99229 -0.40919 -0.71
O -0.77520 0.67147 0.91949 -0.98
C 0.40602 -0.23400 -1.02342 -0.37
N 1.85061 0.02609 -1.06993 -0.53
H 0.43464 1.72422 -0.29175 0.37
H -1.03782 1.52290 -1.12122 0.31
H -0.05172 -0.46687 -2.02816 0.25
H 0.31925 -1.13584 -0.38399 0.34
H 2.01552 0.77833 -1.79215 0.18
H 2.48484 -0.69673 -1.25198 0.17
H -1.86940 -0.37375 0.27965 0.47
H -2.97490 -1.01677 1.09435 0.28
O -2.69847 -0.88160 0.13485 -0.76
H 0.38210 -0.71442 2.84840 0.27
H 0.75326 0.20471 1.68776 0.42
O 1.13870 -0.40001 2.40730 -0.73
```

Calculated values
- energy above the lowest of the compared OMol25 structures with the same formula, charge and spin (kcal per mole) = 28.6
- LUMO (eV) = 4.231
- HOMO level (eV) = -3.467
- 2S+1 = 1
- calculated total energy (eV) = -9868.531
- Kohn-Sham gap (eV) = 7.70
- total charge = -1

3 unconnected molecules or ions with the total composition C2H10NO3, computed with the ωB97M-V functional and the def2-TZVPD basis.

```
16
Properties=species:S:1:pos:R:3:mulliken_charge:R:1
C 0.80577 -0.19270 -0.31822 -0.42
O 0.26868 -0.53085 0.89562 -1.04
C -0.21010 0.34229 -1.34622 -0.50
N -0.97566 1.52743 -0.95920 -0.73
H 1.64841 0.53168 -0.28273 0.29
H 1.19109 -1.10244 -0.82972 0.31
H 0.36386 0.60415 -2.24516 0.34
H -0.90405 -0.45376 -1.61507 0.28
H -1.24630 1.38167 0.00636 0.25
H -0.30879 2.28788 -0.81956 0.31
H 0.16640 -2.29000 0.72064 0.43
H -0.54348 -3.46093 0.01731 0.27
O 0.06851 -3.27613 0.73339 -0.70
H -0.73744 1.96159 2.23927 0.27
H 0.21033 0.89952 1.63916 0.35
O 0.20276 1.77060 2.16413 -0.71
```

Calculated values
- energy above the lowest of the compared OMol25 structures with the same formula, charge and spin (kcal per mole) = 1.9
- LUMO (eV) = 4.230
- HOMO level (eV) = -3.866
- 2S+1 = 1
- calculated total energy (eV) = -9869.690
- Kohn-Sham gap (eV) = 8.10
- total charge = -1

Repeat the third record exactly.
3 unconnected molecules or ions with the total composition C2H10NO3 at a distorted geometry, computed with the ωB97M-V functional and the def2-TZVPD basis.

```
16
Properties=species:S:1:pos:R:3:mulliken_charge:R:1
C -0.37742 0.99229 -0.40919 -0.71
O -0.77520 0.67147 0.91949 -0.98
C 0.40602 -0.23400 -1.02342 -0.37
N 1.85061 0.02609 -1.06993 -0.53
H 0.43464 1.72422 -0.29175 0.37
H -1.03782 1.52290 -1.12122 0.31
H -0.05172 -0.46687 -2.02816 0.25
H 0.31925 -1.13584 -0.38399 0.34
H 2.01552 0.77833 -1.79215 0.18
H 2.48484 -0.69673 -1.25198 0.17
H -1.86940 -0.37375 0.27965 0.47
H -2.97490 -1.01677 1.09435 0.28
O -2.69847 -0.88160 0.13485 -0.76
H 0.38210 -0.71442 2.84840 0.27
H 0.75326 0.20471 1.68776 0.42
O 1.13870 -0.40001 2.40730 -0.73
```

Calculated values
- energy above the lowest of the compared OMol25 structures with the same formula, charge and spin (kcal per mole) = 28.6
- LUMO (eV) = 4.231
- HOMO level (eV) = -3.467
- 2S+1 = 1
- calculated total energy (eV) = -9868.531
- Kohn-Sham gap (eV) = 7.70
- total charge = -1